Entry from the Open Molecules 2025 dataset: C30H48BrCuN3P2 as an isolated structure (ωB97M-V with the def2-TZVPD basis set).

Structure (XYZ):
```
85
Properties=species:S:1:pos:R:3:forces:R:3
N 2.7377 -8.8938 3.9820 -0.20 -0.40 0.38
C 1.6699 -8.3836 4.6049 0.25 0.63 -0.26
C 1.2269 -7.0753 4.3638 0.32 -0.11 -0.56
C 1.8415 -6.3292 3.3375 0.68 -1.20 0.25
C 2.9862 -6.8853 2.7106 -0.52 -0.42 0.61
C 3.4082 -8.1647 3.0929 -0.58 0.89 -0.01
C 1.2505 -5.0833 2.8841 0.38 0.14 -1.00
Cu -0.3239 0.8681 0.5103 -1.66 -0.18 -0.04
P -2.4914 2.1568 -4.6938 0.79 -1.11 1.56
C 1.6206 -4.4962 1.7153 -0.12 -1.28 1.28
C 0.9657 -3.3124 1.2517 -0.27 0.53 -0.08
C 0.9316 -3.0407 -0.1342 -0.37 0.37 0.79
C 0.2682 -1.8940 -0.5758 0.43 -0.30 -0.29
C -0.2524 -1.0663 0.3963 0.49 -0.98 -0.52
C -0.3762 -1.3637 1.7391 -0.25 0.09 0.36
C 0.3130 -2.4912 2.2002 0.06 0.20 -1.25
Br -1.5801 0.2917 -1.6000 -0.03 0.22 1.41
H 0.3954 -4.7246 3.4704 0.45 -0.01 -0.25
H 2.3531 -4.9814 1.0605 -0.30 0.29 0.32
H 0.3926 -6.6535 4.9206 0.06 -0.16 -0.15
H 3.5258 -6.3627 1.9299 -0.01 -0.01 0.15
H 1.1303 -9.0198 5.3196 0.43 0.21 -0.32
H 4.3027 -8.5982 2.6441 -0.25 -0.03 0.16
H 1.3955 -3.7478 -0.8360 -0.28 0.46 0.29
H 0.3496 -2.7347 3.2668 -0.12 0.28 -0.54
H 0.1745 -1.6858 -1.6371 0.19 0.04 0.33
H -0.9617 -0.7748 2.4360 0.13 0.15 -0.06
P 1.6948 1.4861 0.0505 1.54 0.18 -0.39
C -3.8512 1.0970 -4.0535 -0.60 0.42 -0.32
C -4.6679 0.3888 -5.1508 -0.05 -0.05 -0.07
H -4.5226 1.7696 -3.4896 0.34 -0.22 -0.10
H -3.4028 0.3784 -3.3411 -0.03 0.40 -0.38
H -5.4713 -0.1961 -4.6856 0.27 0.13 -0.09
H -5.1408 1.1116 -5.8239 0.10 -0.11 0.13
H -4.0622 -0.2936 -5.7574 -0.06 0.12 0.16
C -0.9884 1.1622 -5.0225 -0.36 -0.16 -0.73
C -0.2484 1.6855 -6.2672 0.18 0.00 -0.12
H -1.3186 0.1240 -5.1801 0.10 0.27 0.07
H -0.3585 1.1978 -4.1189 -0.34 0.05 -0.22
H 0.5162 0.9643 -6.5735 -0.13 0.18 0.07
H -0.9333 1.8288 -7.1120 0.19 -0.10 0.17
H 0.2501 2.6423 -6.0741 -0.11 -0.16 -0.01
C -1.9453 3.3838 -3.4646 -0.20 0.81 -0.61
C -2.8118 4.6521 -3.4899 -0.03 0.18 0.13
H -0.9182 3.6620 -3.7613 -0.29 -0.29 0.15
H -1.9220 2.8920 -2.4797 -0.02 0.00 -0.33
H -2.3249 5.4320 -2.8980 -0.17 -0.10 -0.03
H -2.9185 5.0371 -4.5096 0.04 -0.04 0.18
H -3.8152 4.4867 -3.0866 0.15 -0.01 -0.03
C 1.8106 3.2856 0.3956 -0.32 -0.12 0.08
C 3.1924 3.7999 0.7807 0.17 0.41 0.00
H 1.0652 3.4850 1.1819 0.28 0.23 -0.30
H 1.4616 3.7726 -0.5287 -0.04 -0.05 0.31
H 3.4378 3.5990 1.8294 -0.05 -0.02 -0.29
H 3.9946 3.3960 0.1513 -0.20 0.09 0.09
H 3.1977 4.8848 0.6496 0.12 -0.08 0.09
C 2.0115 1.3819 -1.7611 -0.22 0.30 0.00
C 2.8826 0.2398 -2.2698 0.09 -0.13 -0.14
H 2.4307 2.3597 -2.0432 -0.04 -0.29 -0.08
H 1.0031 1.3054 -2.2017 0.36 0.13 0.02
H 3.9148 0.3075 -1.9028 -0.28 -0.03 -0.10
H 2.4764 -0.7414 -1.9912 0.13 0.23 -0.03
H 2.9082 0.2894 -3.3663 0.11 -0.10 0.25
C 3.1371 0.7170 0.8507 0.25 -0.16 -0.11
C 3.0841 0.7153 2.3755 0.12 -0.14 0.48
H 4.0349 1.2466 0.4980 -0.20 -0.25 0.07
H 3.2040 -0.3163 0.4762 -0.07 0.26 0.06
H 3.8746 0.0542 2.7683 -0.28 0.32 -0.12
H 3.2483 1.7189 2.8057 -0.14 -0.48 -0.20
H 2.1254 0.3217 2.7492 0.29 0.14 -0.15
C -4.9240 2.4445 2.9108 -0.66 0.10 0.08
C -3.4555 2.2731 2.8189 0.95 -0.02 0.27
C -2.4585 2.4910 3.7729 0.12 -0.18 -0.39
C -1.2274 2.1573 3.1720 -1.36 0.05 -0.40
N -1.4563 1.7614 1.9022 -0.35 0.05 0.06
N -2.8108 1.8420 1.7172 0.04 -0.03 0.04
C 0.1153 2.2068 3.7974 0.56 0.08 0.21
H -5.3342 1.8443 3.7358 0.18 0.12 -0.26
H -5.1877 3.4891 3.1295 0.17 -0.26 -0.10
H -5.4493 2.1546 1.9917 0.23 0.04 0.19
H -2.5956 2.8397 4.7835 -0.05 0.01 -0.05
H -3.2218 1.5479 0.8305 0.30 0.16 0.46
H 0.8730 2.6092 3.1087 -0.25 -0.14 0.22
H 0.0832 2.8577 4.6843 0.03 -0.26 -0.33
H 0.4612 1.2131 4.1272 -0.20 0.31 -0.12
```
Positions in Å, forces in eV/Å.

Computed properties:
ΔE to the lowest compared entry with this formula, charge and spin = 0.000 eV
Multiplicity = 2
Electronic energy = -6232.79121 a.u.
Charge = +2
HOMO (alpha / beta) = -12.374 / -12.374 eV

Löwdin population analysis, charges in e, atoms 1 to 8: atom 1 (N): 0.061, atom 2 (C): -0.118, atom 3 (C): -0.011, atom 4 (C): -0.218, atom 5 (C): -0.010, atom 6 (C): -0.125, atom 7 (C): -0.019, atom 8 (Cu): 0.079

Entry from the Open Molecules 2025 dataset: C30H48LaP2Se as an isolated structure (ωB97M-V with the def2-TZVPD basis set).

Structure (XYZ):
```
82
Properties=species:S:1:pos:R:3:forces:R:3
La 0.5817 0.8106 0.6457 -2.27 2.55 -3.84
C -0.1587 -0.0943 2.8731 0.73 -0.21 0.45
C 0.0627 -1.2839 2.1008 0.62 0.18 0.27
C 2.0806 -0.1295 2.2600 -1.04 -0.65 0.76
C 1.0843 0.6062 3.0098 -0.27 -1.59 0.25
C 1.4438 -1.3247 1.7470 -0.23 0.32 0.25
C -1.4980 0.4144 3.2837 -0.66 -0.03 0.39
H -2.1565 -0.4384 3.5031 0.11 0.37 0.14
H -1.9896 1.0204 2.4941 0.24 -0.28 0.42
H -1.4193 1.0572 4.1737 -0.14 -0.32 -0.31
C 1.2210 2.0184 3.4453 0.22 0.78 -0.13
H 0.7262 2.1962 4.4100 0.21 -0.04 -0.26
H 0.7119 2.7015 2.7064 0.40 -0.29 0.60
H 2.2754 2.3308 3.5082 -0.42 -0.12 0.17
C 3.2387 0.5695 1.6469 0.88 -0.43 0.57
H 3.7405 1.1450 2.4426 0.18 -0.16 -0.68
H 3.0073 1.3288 0.8290 -0.04 -0.28 0.37
H 3.9010 -0.1703 1.1799 0.15 0.48 0.18
C 2.0022 -2.2824 0.7375 0.05 -0.35 -0.32
H 2.5672 -3.1188 1.1808 -0.06 0.43 -0.04
H 2.6604 -1.7813 0.0067 -0.03 -0.19 0.22
H 1.1884 -2.7525 0.1611 0.26 0.20 0.20
C -1.0092 -2.2249 1.6081 -0.12 -0.38 0.05
H -0.9413 -3.2218 2.0956 -0.03 0.60 -0.28
H -0.9789 -2.3857 0.5089 0.19 0.07 0.69
H -2.0021 -1.8097 1.8196 0.22 -0.17 0.07
C -2.3425 0.8527 -2.2107 0.49 0.30 0.49
C -2.9146 0.0846 -1.2776 0.15 0.39 0.13
C -3.1682 -1.3865 -1.3310 0.33 -0.38 0.27
C -2.3307 -2.1999 -2.3379 -0.79 -0.37 -0.19
C -0.8569 -2.1809 -2.1114 0.49 0.13 0.12
C 0.0471 -1.3064 -2.5752 0.08 0.12 0.50
C -0.1862 -0.0451 -3.3699 -0.25 0.17 -0.21
C -1.6484 0.4483 -3.4843 -0.17 0.33 -0.78
H -4.2312 -1.5916 -1.5465 0.30 0.17 0.25
H -2.5965 -1.8939 -3.3538 0.11 -0.24 0.28
H -2.9503 -1.7456 -0.3127 -0.37 -0.24 -0.30
H -2.2370 -0.2805 -4.0571 0.23 0.47 0.15
H -2.3385 1.9351 -2.0372 0.10 -0.33 0.22
H -3.2385 0.5717 -0.3430 -0.15 -0.04 -0.59
H -1.6019 1.3658 -4.0993 -0.07 -0.48 0.07
H 0.4101 0.7783 -2.9121 -0.11 -0.35 -0.30
H 1.1004 -1.5049 -2.3365 -0.25 -0.03 -0.13
H 0.1994 -0.1717 -4.4155 -0.02 0.08 0.86
H -2.6524 -3.2499 -2.2458 0.02 0.32 -0.08
H -0.5093 -3.0272 -1.5084 0.19 0.26 -0.28
P 0.3129 -0.4735 -6.9805 -0.74 -0.02 -1.00
P 2.9814 -1.6024 -7.8064 0.38 -0.25 -1.38
C 0.4652 -0.8634 -8.8327 0.01 -0.02 0.27
C 1.9344 -0.9610 -9.2397 0.31 0.17 0.45
H -0.0470 -0.0694 -9.4036 0.05 -0.41 0.20
H -0.0520 -1.8155 -9.0376 0.15 0.32 0.16
H 2.0774 -1.6145 -10.1184 0.03 0.37 0.28
H 2.3235 0.0419 -9.4727 -0.06 -0.25 -0.05
C 4.5812 -1.4031 -8.6823 0.37 0.01 0.03
H 5.3753 -1.8689 -8.0939 0.02 0.01 -0.09
H 4.8151 -0.3383 -8.7609 0.01 -0.06 -0.01
H 4.5786 -1.8397 -9.6868 -0.01 0.04 0.11
C 2.7256 -3.3904 -8.1925 0.02 -0.14 0.35
H 2.8228 -3.6015 -9.2661 -0.01 0.07 0.26
H 1.7363 -3.7052 -7.8455 0.09 -0.06 -0.08
H 3.4739 -3.9675 -7.6388 -0.15 -0.05 -0.11
C -0.2841 1.2611 -7.2030 -0.10 -0.06 0.22
H -0.6291 1.6391 -6.2321 0.03 0.13 -0.27
H -1.0958 1.3114 -7.9437 0.19 0.10 0.27
H 0.5665 1.8724 -7.5389 -0.30 -0.11 0.10
C -1.2630 -1.3979 -6.7334 -0.13 0.20 0.13
H -1.0516 -2.4657 -6.8844 -0.12 0.27 0.06
H -2.0378 -1.0654 -7.4376 0.06 -0.18 0.22
H -1.6000 -1.2524 -5.7002 -0.11 -0.15 -0.28
Se -1.2040 3.3112 0.9538 0.48 -0.62 -0.66
C -2.3560 3.9350 2.3366 -0.97 0.43 1.17
C -3.5679 4.5983 1.9935 0.86 -0.45 0.14
C -4.4245 5.0844 2.9802 0.30 -0.17 0.41
C -4.1195 4.8867 4.3372 0.52 -0.33 -0.42
C -2.9326 4.2179 4.6990 -0.63 0.43 -0.49
C -2.0524 3.7804 3.7111 -0.25 -0.03 -0.64
H -3.8104 4.7220 0.9412 0.01 0.03 0.17
H -5.3349 5.6189 2.6931 0.33 -0.25 0.11
H -4.7992 5.2445 5.1005 0.06 -0.02 -0.02
H -2.7021 4.0469 5.7491 -0.01 0.09 -0.22
H -1.1306 3.2877 4.0069 -0.17 0.16 -0.09
```
Positions in Å, forces in eV/Å.

Computed properties:
ΔE to the lowest compared entry with this formula, charge and spin = 0.000 eV
Electronic energy = -4287.35343 a.u.
Charge = +1
HOMO = -9.492 eV

Löwdin population analysis, charges in e, atoms 1 to 8: atom 1 (La): 1.815, atom 2 (C): -0.338, atom 3 (C): -0.297, atom 4 (C): -0.377, atom 5 (C): -0.366, atom 6 (C): -0.317, atom 7 (C): -0.040, atom 8 (H): 0.094